[1]
Entry from OMol25: a structure of composition C22H43N2OP3Ru at a distorted geometry (the ωB97M-V functional and the def2-TZVPD basis).

```
! wB97M-V def2-TZVPD RIJCOSX def2/J DEFGRID3
* xyz 3 6
Ru -0.1386 -0.1010 -0.1612
P 0.2402 0.4877 1.9657
P -2.3768 -0.4590 0.1273
P 1.7839 0.9735 -0.8145
H -4.2448 2.1827 -3.5193
C -3.6319 2.0243 -4.4040
C -3.2480 0.7963 -4.7748
H -3.6077 -0.1178 -4.3139
C -0.4102 2.1375 2.4840
C -0.4655 -0.7712 3.1381
C 1.9942 0.5697 2.5482
C -3.5639 -0.5098 -1.2719
C -2.4667 -2.1870 0.7448
C -3.3238 0.5014 1.3824
C 2.0911 1.1304 -2.6049
C 3.4377 0.2276 -0.4364
C 1.8381 2.7153 -0.2182
H -3.3847 2.8921 -5.0574
H -2.6892 0.6688 -5.7258
H -0.2653 2.2405 3.5719
H -1.4875 2.2126 2.2669
H 0.1515 2.9281 1.9554
H -0.0445 -0.5887 4.1384
H -0.1839 -1.8050 2.8632
H -1.5607 -0.6934 3.2138
H 1.9793 1.1080 3.5117
H 2.6622 1.1040 1.8522
H 2.3772 -0.4567 2.6877
H -4.6236 -0.5532 -0.9534
H -3.3576 -1.3841 -1.9079
H -3.3624 0.4015 -1.8550
H -3.3812 -2.3867 1.3178
H -1.6124 -2.4039 1.3898
H -2.4197 -2.8918 -0.0919
H -4.3879 0.2423 1.2692
H -3.2023 1.5709 1.1348
H -3.0010 0.3027 2.4181
H 3.1679 1.2459 -2.7901
H 1.5744 2.0177 -2.9871
H 1.7244 0.2241 -3.1045
H 4.0337 0.2391 -1.3601
H 3.3459 -0.8214 -0.1213
H 3.9845 0.8088 0.3168
H 2.3957 3.3137 -0.9529
H 2.3274 2.7621 0.7654
H 0.8194 3.1259 -0.1526
C -0.9038 1.8712 -3.5391
C -1.2440 3.0369 -2.7491
C -0.9379 4.2848 -3.2431
C -0.2920 4.4118 -4.4757
C 0.0960 3.2928 -5.2171
C -0.0887 2.0256 -4.7117
O -1.4295 0.7529 -3.2485
H -1.2775 0.9194 -0.9565
H -1.8037 2.9125 -1.8056
H -1.1318 5.1899 -2.6553
H -0.0756 5.4019 -4.8715
H 0.6116 3.4416 -6.1605
H 0.2837 1.1205 -5.1855
N 2.1201 -2.4404 0.5877
C 1.3113 -2.8699 -0.4577
C 1.3995 -4.2054 -0.8874
C 0.6391 -4.6344 -1.9576
C -0.1220 -3.7043 -2.6686
C -0.1590 -2.3923 -2.2061
N 0.4519 -2.0055 -1.0472
H 2.9418 -2.9885 0.8206
H 1.7574 -1.9416 1.4160
H 2.0444 -4.8800 -0.3280
H 0.5738 -5.6899 -2.2097
H -0.7475 -3.9855 -3.5278
H -0.7248 -1.6222 -2.7428
*
```

Results
HOMO level (alpha / beta) (eV): -15.847 / -16.829
Lowest unoccupied orbital energy (alpha / beta) (eV): -8.5 / -12.6
ΔE to the lowest compared entry with this formula, charge and spin (kcal per mole): 10.1
Frontier orbital gap (alpha / beta) (hartree): 0.2710 / 0.1538
⟨S²⟩: 8.792

Here are the Löwdin charges for atoms 1 to 8, given in e: 0.59 0.66 0.68 0.72 0.12 0.15 0.13 0.10

***

[2]
Entry from OMol25: a structure of composition C22H43N2P3PtSe at a distorted geometry (the ωB97M-V functional and the def2-TZVPD basis).

```
! wB97M-V def2-TZVPD RIJCOSX def2/J DEFGRID3
* xyz 4 5
Pt 0.2333 -0.0112 0.1249
P 0.4923 -2.1724 0.9786
P 1.3078 -0.4918 -1.9256
P -0.7029 0.8662 2.1216
H -1.2537 1.3808 -2.0886
C -1.1026 1.6063 -1.0291
C 0.1596 2.1249 -0.6138
H 0.9219 2.3007 -1.3721
C -0.9595 -3.1962 0.5250
C 1.9036 -3.2165 0.4088
C 0.6093 -2.4671 2.8007
C 1.4122 0.8332 -3.1904
C 3.0515 -1.0765 -1.9579
C 0.3569 -1.8013 -2.7610
C -1.2263 2.6274 2.1413
C 0.2145 0.8022 3.7153
C -2.2557 -0.0335 2.4464
H -2.0125 1.9009 -0.5037
H 0.2168 2.7524 0.2746
H -0.8298 -4.2190 0.9132
H -1.0639 -3.2178 -0.5708
H -1.8596 -2.7403 0.9684
H 1.7956 -4.2054 0.8895
H 2.8472 -2.7505 0.7378
H 1.9040 -3.3477 -0.6852
H 0.5999 -3.5621 2.9481
H -0.2409 -2.0294 3.3464
H 1.5578 -2.0600 3.1873
H 1.6079 0.3767 -4.1714
H 2.2453 1.5066 -2.9472
H 0.4908 1.4209 -3.2500
H 3.2257 -1.6204 -2.8988
H 3.2788 -1.7372 -1.1131
H 3.7341 -0.2146 -1.9224
H 0.6801 -1.8415 -3.8103
H -0.7187 -1.5868 -2.7159
H 0.5434 -2.7793 -2.2991
H -1.9169 2.7978 2.9800
H -1.7194 2.9271 1.2110
H -0.3408 3.2611 2.2856
H -0.4585 1.1056 4.5330
H 1.0587 1.5057 3.6784
H 0.6026 -0.2004 3.9313
H -2.8290 0.5301 3.1958
H -2.0465 -1.0353 2.8394
H -2.8491 -0.1343 1.5264
C -4.7893 -0.4481 -1.9930
C -4.3403 0.7614 -2.5312
C -5.1994 1.6182 -3.2187
C -6.5444 1.2403 -3.4237
C -6.9935 0.0015 -2.9479
C -6.1304 -0.8498 -2.2472
Se -3.4770 -1.3941 -0.9489
H -2.2532 -0.4439 -0.8713
H -3.2976 1.0368 -2.3885
H -4.8288 2.5661 -3.5898
H -7.2184 1.9176 -3.9545
H -8.0413 -0.2873 -3.1355
H -6.4838 -1.8237 -1.8896
N 6.4271 1.8748 2.1750
C 5.1772 1.5217 1.7786
C 4.6329 2.0072 0.5714
C 3.3587 1.5978 0.1878
N 2.6170 0.7678 0.9294
C 3.1200 0.3006 2.0760
C 4.3785 0.6484 2.5541
H 7.0171 2.4785 1.6157
H 6.8410 1.5287 3.0320
H 5.1999 2.6865 -0.0637
H 2.9322 1.9463 -0.7590
H 2.4905 -0.3864 2.6562
H 4.7402 0.2549 3.5038
*
```

Results
HOMO level (alpha / beta) (eV): -17.003 / -19.722
Lowest unoccupied orbital energy (alpha / beta) (eV): -11.0 / -15.0
ΔE to the lowest compared entry with this formula, charge and spin (kcal per mole): 8.2
Frontier orbital gap (alpha / beta) (hartree): 0.2197 / 0.1741
⟨S²⟩: 6.083

Here are the Löwdin charges for atoms 1 to 8, given in e: 0.80 0.66 0.68 0.69 0.04 -0.25 -0.27 0.03

***

[3]
Entry from OMol25: a structure of composition C22H43N2P3SW at a distorted geometry (the ωB97M-V functional and the def2-TZVPD basis).

```
! wB97M-V def2-TZVPD RIJCOSX def2/J DEFGRID3
* xyz 4 3
W 0.1624 -0.4418 -0.0971
P -0.6348 1.5834 1.0243
P -2.0882 -0.8264 -0.8591
P 2.2660 0.8884 -0.4708
H 0.2621 -2.4087 -7.7263
C 1.3371 -2.5850 -7.5395
C 1.6994 -3.7135 -6.9090
H 0.9032 -4.3712 -6.4991
C -1.0679 3.0201 -0.0442
C -2.1441 1.4795 2.0735
C 0.4701 2.3363 2.2879
C -2.3899 -2.1899 -2.0243
C -3.3493 -1.2597 0.3852
C -2.7595 0.5993 -1.7885
C 3.4727 0.3549 -1.7546
C 3.3178 0.7841 1.0399
C 2.2623 2.7065 -0.8179
H 2.0455 -1.8394 -7.9109
H 2.7394 -4.0357 -6.8191
H -1.3488 3.8724 0.5907
H -1.9101 2.7908 -0.7012
H -0.2348 3.3122 -0.6888
H -2.2418 2.4138 2.6476
H -2.0695 0.6535 2.7917
H -3.0535 1.3472 1.4767
H -0.1300 2.9822 2.9477
H 1.2729 2.9451 1.8578
H 0.9232 1.5585 2.9130
H -3.4499 -2.1708 -2.3240
H -2.1439 -3.1449 -1.5433
H -1.7785 -2.0849 -2.9218
H -4.3416 -1.0939 -0.0616
H -3.2555 -0.6671 1.3002
H -3.2328 -2.3222 0.6404
H -3.6532 0.2822 -2.3389
H -2.0171 0.9832 -2.4976
H -3.0425 1.3919 -1.0900
H 4.2727 1.1092 -1.8235
H 2.9931 0.2629 -2.7374
H 3.9222 -0.6120 -1.4907
H 4.2859 1.2661 0.8328
H 3.4953 -0.2678 1.3006
H 2.8531 1.2829 1.9001
H 3.2719 2.9996 -1.1395
H 1.9926 3.3157 0.0528
H 1.5742 2.9352 -1.6424
C 0.4794 -1.2917 -3.5175
C 0.4390 0.0056 -4.0307
C -0.0741 0.1871 -5.3225
C -0.6978 -0.8733 -5.9910
C -0.7839 -2.1433 -5.4005
C -0.0289 -2.3842 -4.2600
S 1.0178 -1.7000 -1.8695
H 0.3024 0.5752 -1.3956
H 0.8108 0.8150 -3.4123
H 0.0204 1.1558 -5.7990
H -0.9940 -0.7541 -7.0331
H -1.3530 -2.9636 -5.8631
H 0.1611 -3.3894 -3.8872
N 1.5346 -3.8466 4.9858
C 1.2096 -3.1507 3.8717
C 2.1375 -3.0589 2.8201
C 1.8131 -2.3422 1.6728
N 0.6120 -1.6638 1.5756
C -0.3171 -1.7938 2.5828
C -0.0331 -2.5062 3.7407
H 2.4264 -4.3132 5.0530
H 0.8704 -3.9195 5.7361
H 3.1093 -3.5503 2.9054
H 2.4705 -2.2760 0.7883
H -1.2918 -1.3096 2.4459
H -0.7364 -2.5815 4.5751
*
```

Results
HOMO level (alpha / beta) (eV): -19.215 / -19.652
Lowest unoccupied orbital energy (alpha / beta) (eV): -13.3 / -15.0
ΔE to the lowest compared entry with this formula, charge and spin (kcal per mole): 11.0
Frontier orbital gap (alpha / beta) (hartree): 0.2178 / 0.1727
⟨S²⟩: 2.021

Here are the Löwdin charges for atoms 1 to 8, given in e: 0.80 0.71 0.68 0.71 0.09 0.18 0.19 0.12